Entry 1:
{"formula": "C55H50As2I2N3PSTl", "method": "ωB97M-V with the def2-TZVPD basis set", "fmax_ha_per_bohr": 0.0025, "total_charge": 1, "mol_weight_g_mol": 1424.102, "total_energy_ev": -225009.026, "relative_energy_kcal_mol": 0.0, "homo_lumo_gap_ev": 8.002, "symbols": ["Tl", "C", "C", "As", "C", "C", "C", "C", "C", "C", "C", "C", "C", "C", "C", "C", "As", "C", "C", "C", "C", "C", "C", "C", "C", "C", "C", "C", "C", "H", "H", "H", "H", "H", "H", "H", "H", "H", "H", "H", "H", "H", "H", "H", "H", "H", "H", "H", "H", "H", "H", "H", "H", "N", "C", "C", "C", "C", "C", "C", "P", "C", "C", "C", "C", "C", "C", "C", "C", "C", "C", "C", "C", "H", "H", "H", "H", "H", "H", "H", "H", "H", "H", "H", "H", "H", "H", "H", "H", "I", "C", "I", "H", "H", "S", "C", "C", "C", "N", "C", "C", "C", "C", "C", "N", "C", "C", "H", "H", "H", "H", "H", "H", "H", "H"], "positions_angstrom": [[0.014, 0.491, -0.493], [-3.438, 0.333, 2.459], [-2.396, -0.328, 3.352], [-0.575, 0.245, 2.849], [-0.773, 2.116, 3.353], [-1.083, 2.512, 4.653], [-1.282, 3.851, 4.950], [-1.185, 4.810, 3.948], [-0.891, 4.425, 2.650], [-0.684, 3.082, 2.356], [0.397, -0.475, 4.375], [0.273, -1.835, 4.657], [1.004, -2.412, 5.685], [1.876, -1.638, 6.438], [2.004, -0.284, 6.165], [1.266, 0.295, 5.141], [-3.202, -0.227, 0.578], [-4.585, 0.841, -0.272], [-5.323, 0.319, -1.331], [-6.217, 1.119, -2.028], [-6.377, 2.453, -1.680], [-5.640, 2.984, -0.632], [-4.745, 2.183, 0.067], [-4.078, -1.955, 0.737], [-3.278, -3.090, 0.685], [-3.828, -4.353, 0.872], [-5.188, -4.482, 1.106], [-5.995, -3.351, 1.159], [-5.444, -2.092, 0.980], [-3.361, 1.420, 2.522], [-4.448, 0.049, 2.756], [-2.449, -1.417, 3.276], [-2.544, -0.061, 4.400], [-1.163, 1.772, 5.442], [-1.518, 4.149, 5.964], [-1.342, 5.855, 4.183], [-0.822, 5.166, 1.864], [-0.451, 2.793, 1.337], [-0.411, -2.451, 4.082], [0.892, -3.467, 5.901], [2.448, -2.087, 7.239], [2.675, 0.327, 6.756], [1.360, 1.357, 4.949], [-5.207, -0.722, -1.611], [-6.789, 0.700, -2.845], [-7.075, 3.076, -2.224], [-5.760, 4.024, -0.354], [-4.172, 2.618, 0.879], [-2.212, -2.996, 0.507], [-3.190, -5.227, 0.832], [-5.624, -5.462, 1.247], [-7.057, -3.452, 1.343], [-6.080, -1.215, 1.025], [2.501, -0.385, -1.643], [3.251, -1.483, -1.117], [4.638, -1.459, -1.057], [5.331, -2.546, -0.546], [4.643, -3.670, -0.115], [3.257, -3.695, -0.169], [2.547, -2.597, -0.651], [0.734, -2.465, -0.567], [0.238, -4.031, 0.215], [-0.135, -5.168, -0.496], [-0.484, -6.328, 0.182], [-0.457, -6.362, 1.570], [-0.085, -5.230, 2.285], [0.255, -4.069, 1.609], [0.162, -2.633, -2.289], [1.008, -2.888, -3.364], [0.498, -2.948, -4.656], [-0.860, -2.773, -4.879], [-1.712, -2.525, -3.810], [-1.201, -2.441, -2.525], [2.271, -0.516, -2.623], [2.997, 0.492, -1.533], [5.172, -0.589, -1.419], [6.412, -2.519, -0.499], [5.182, -4.525, 0.269], [2.724, -4.567, 0.187], [-0.157, -5.149, -1.579], [-0.773, -7.209, -0.376], [-0.726, -7.269, 2.094], [-0.063, -5.254, 3.367], [0.547, -3.183, 2.163], [2.066, -3.055, -3.194], [1.163, -3.147, -5.487], [-1.255, -2.827, -5.886], [-2.771, -2.383, -3.980], [-1.870, -2.229, -1.695], [-2.450, 2.816, -2.457], [-0.946, 2.842, -3.955], [-0.084, 0.938, -4.342], [-0.157, 3.517, -3.650], [-1.406, 3.174, -4.876], [2.992, 5.058, 3.894], [2.828, 3.827, 2.642], [2.933, 2.465, 2.902], [2.685, 1.572, 1.878], [2.339, 1.942, 0.642], [2.261, 3.250, 0.398], [2.505, 4.226, 1.348], [4.138, 4.256, 4.993], [5.456, 4.037, 4.621], [6.295, 3.403, 5.524], [5.909, 3.004, 6.735], [4.650, 3.238, 7.085], [3.723, 3.854, 6.253], [3.202, 2.101, 3.883], [2.750, 0.504, 2.061], [1.982, 3.536, -0.612], [2.431, 5.274, 1.091], [5.822, 4.353, 3.653], [7.330, 3.211, 5.264], [4.359, 2.913, 8.078], [2.704, 4.017, 6.581]], "mulliken_charge": [1.440, -1.518, -1.453, 1.528, 0.512, -0.445, -0.896, -0.602, -0.817, -0.207, 0.462, -0.646, -0.713, -0.744, -0.747, -0.548, 1.735, 0.286, -0.781, -0.694, -0.499, -0.483, -0.575, -0.166, 0.092, -0.632, -0.527, -0.842, -0.521, 0.507, 0.624, 0.683, 0.657, 0.435, 0.433, 0.429, 0.506, -0.080, 0.292, 0.437, 0.404, 0.502, 0.657, 0.450, 0.397, 0.393, 0.410, 0.210, 0.320, 0.323, 0.403, 0.423, 0.421, -0.033, -0.297, -0.550, -0.709, -0.882, -0.891, 0.331, 1.060, -0.117, -0.471, -0.790, -0.685, -0.473, -0.143, 0.404, -0.473, -0.813, -0.687, -0.575, 0.007, 0.128, 0.333, 0.466, 0.411, 0.453, 0.489, 0.392, 0.401, 0.367, 0.479, 0.459, 0.495, 0.420, 0.373, 0.448, 0.178, 0.152, -0.865, 0.108, 0.365, 0.453, -0.161, 0.689, -0.572, -0.822, -0.028, -0.608, -0.836, 0.111, -0.035, -0.404, -0.591, -0.469, -0.030, 0.713, 0.495, 0.410, 0.525, 0.431, 0.374, 0.428, 0.427]}



Entry 2:
{"formula": "C55H50As2I2N3PSTl", "method": "ωB97M-V with the def2-TZVPD basis set", "fmax_ha_per_bohr": 0.0119, "total_charge": 1, "mol_weight_g_mol": 1424.102, "total_energy_ev": -225008.590, "relative_energy_kcal_mol": 10.1, "homo_lumo_gap_ev": 7.872, "symbols": ["Tl", "C", "C", "As", "C", "C", "C", "C", "C", "C", "C", "C", "C", "C", "C", "C", "As", "C", "C", "C", "C", "C", "C", "C", "C", "C", "C", "C", "C", "H", "H", "H", "H", "H", "H", "H", "H", "H", "H", "H", "H", "H", "H", "H", "H", "H", "H", "H", "H", "H", "H", "H", "H", "N", "C", "C", "C", "C", "C", "C", "P", "C", "C", "C", "C", "C", "C", "C", "C", "C", "C", "C", "C", "H", "H", "H", "H", "H", "H", "H", "H", "H", "H", "H", "H", "H", "H", "H", "H", "I", "C", "I", "H", "H", "S", "C", "C", "C", "N", "C", "C", "C", "C", "C", "N", "C", "C", "H", "H", "H", "H", "H", "H", "H", "H"], "positions_angstrom": [[0.563, 0.855, -1.234], [1.645, 0.566, 3.330], [0.569, -0.516, 3.280], [0.363, -1.234, 1.442], [2.168, -1.986, 1.361], [2.643, -2.900, 2.301], [3.941, -3.382, 2.232], [4.795, -2.944, 1.227], [4.345, -2.011, 0.307], [3.042, -1.539, 0.376], [-0.713, -2.798, 1.930], [-1.987, -2.537, 2.434], [-2.832, -3.571, 2.800], [-2.414, -4.888, 2.665], [-1.158, -5.160, 2.144], [-0.316, -4.122, 1.769], [1.237, 2.106, 2.158], [2.857, 3.148, 2.508], [2.801, 4.516, 2.766], [3.962, 5.243, 2.981], [5.199, 4.619, 2.905], [5.269, 3.264, 2.617], [4.105, 2.536, 2.421], [-0.004, 2.983, 3.390], [-1.324, 3.143, 2.985], [-2.259, 3.745, 3.816], [-1.870, 4.213, 5.061], [-0.552, 4.066, 5.474], [0.371, 3.438, 4.653], [2.602, 0.142, 3.018], [1.767, 0.942, 4.347], [-0.398, -0.130, 3.613], [0.841, -1.341, 3.939], [1.991, -3.243, 3.096], [4.295, -4.088, 2.972], [5.808, -3.320, 1.170], [5.010, -1.640, -0.464], [2.711, -0.806, -0.349], [-2.314, -1.507, 2.546], [-3.819, -3.354, 3.188], [-3.068, -5.698, 2.960], [-0.831, -6.186, 2.032], [0.660, -4.343, 1.358], [1.840, 5.014, 2.810], [3.900, 6.299, 3.212], [6.106, 5.189, 3.061], [6.230, 2.772, 2.546], [4.176, 1.475, 2.200], [-1.620, 2.793, 2.005], [-3.283, 3.855, 3.484], [-2.592, 4.693, 5.709], [-0.238, 4.454, 6.434], [1.393, 3.311, 4.991], [-1.251, 0.647, -3.533], [-2.661, 0.387, -3.465], [-3.324, -0.313, -4.464], [-4.699, -0.476, -4.402], [-5.412, 0.067, -3.343], [-4.750, 0.734, -2.325], [-3.366, 0.890, -2.368], [-2.363, 1.620, -1.019], [-3.668, 1.853, 0.234], [-4.429, 3.006, 0.390], [-5.483, 3.014, 1.294], [-5.770, 1.884, 2.046], [-4.990, 0.741, 1.917], [-3.944, 0.726, 1.010], [-2.029, 3.319, -1.609], [-2.424, 3.791, -2.858], [-2.070, 5.072, -3.263], [-1.330, 5.891, -2.421], [-0.935, 5.426, -1.174], [-1.267, 4.141, -0.776], [-1.083, 1.496, -4.068], [-0.768, -0.114, -3.996], [-2.761, -0.715, -5.299], [-5.212, -1.007, -5.192], [-6.488, -0.037, -3.307], [-5.315, 1.121, -1.488], [-4.205, 3.890, -0.196], [-6.093, 3.901, 1.404], [-6.603, 1.892, 2.737], [-5.201, -0.133, 2.519], [-3.333, -0.161, 0.875], [-3.015, 3.160, -3.512], [-2.381, 5.432, -4.235], [-1.059, 6.888, -2.741], [-0.353, 6.059, -0.516], [-0.938, 3.775, 0.192], [4.187, 2.205, -1.351], [3.650, 2.902, -3.297], [1.593, 3.463, -3.503], [3.864, 2.120, -4.014], [4.241, 3.784, -3.503], [3.412, -5.472, -2.077], [2.377, -4.032, -2.299], [1.111, -3.975, -1.736], [0.373, -2.812, -1.874], [0.813, -1.746, -2.546], [2.006, -1.836, -3.136], [2.826, -2.947, -3.040], [2.557, -6.477, -3.301], [2.895, -6.350, -4.640], [2.175, -7.097, -5.563], [1.190, -7.920, -5.226], [0.893, -8.046, -3.939], [1.546, -7.347, -2.930], [0.710, -4.824, -1.200], [-0.619, -2.728, -1.441], [2.314, -0.970, -3.715], [3.789, -2.969, -3.530], [3.690, -5.686, -4.950], [2.401, -7.029, -6.622], [0.094, -8.739, -3.698], [1.271, -7.475, -1.892]], "mulliken_charge": [1.382, -1.412, -1.409, 1.139, 0.710, -0.431, -0.893, -0.721, -0.970, 0.281, 0.559, -0.600, -0.718, -0.606, -0.867, -0.225, 1.470, 0.059, -0.610, -0.642, -0.514, -0.705, -0.390, -0.236, 0.287, -0.598, -0.481, -0.825, -0.450, 0.548, 0.617, 0.737, 0.583, 0.419, 0.433, 0.435, 0.494, -0.341, 0.195, 0.433, 0.384, 0.452, 0.534, 0.452, 0.405, 0.387, 0.427, 0.469, -0.003, 0.442, 0.407, 0.407, 0.402, 0.011, -0.331, -0.518, -0.678, -0.848, -0.694, 0.317, 0.686, 0.305, -0.502, -0.878, -0.642, -0.609, -0.339, 0.635, -0.663, -0.793, -0.669, -0.585, 0.008, 0.167, 0.277, 0.453, 0.403, 0.455, 0.444, 0.412, 0.442, 0.390, 0.476, 0.515, 0.473, 0.418, 0.376, 0.468, 0.131, 0.126, -0.916, 0.079, 0.375, 0.479, -0.108, 0.417, -0.758, -0.363, -0.047, -0.436, -0.643, 0.329, -0.185, -0.416, -0.560, -0.433, -0.168, 0.396, 0.443, 0.462, 0.534, 0.389, 0.362, 0.368, 0.455]}



Q: Number 2 is which compound?
A: C55H50As2I2N3PSTl